Below is a single C4H2O2 molecule, with properties calculated with wB97M-V/def2-TZVPD.

XYZ file:
```
8
Properties=species:S:1:pos:R:3:mulliken_charge:R:1
O -3.225 0.191 0.468 -0.3093
O 2.519 -0.700 -0.067 -0.4560
C -2.108 0.307 0.175 0.8069
C 1.617 0.095 -0.209 -0.0358
C -0.838 0.581 -0.111 -0.8408
C 0.183 -0.287 -0.020 0.1344
H 0.054 -1.343 0.231 0.3301
H 1.798 1.156 -0.465 0.3706
```

Summary:
- HOMO level: -9.8 eV
- Maximum force: 1.32 eV/Å
- ΔE to the lowest compared entry with this formula, charge and spin: 3.68 kcal per mole
- Calculated total energy: -8272.36882 eV